1.
Entry from the OMol25 dataset: 5 unconnected molecules or ions with the total composition C5H20N2O5 (ωB97M-V with the def2-TZVPD basis set).

XYZ file:
```
32
Properties=species:S:1:pos:R:3
O 0.62479 -0.06394 3.26493
O -0.34853 0.81508 -0.33626
O -0.18695 2.54454 1.90922
O 2.11390 -0.20541 0.90984
O 2.46849 2.25564 -0.94207
N 1.23253 -1.45532 -1.68406
N -1.77990 -0.88195 0.01304
C -2.02876 -0.44027 1.39081
C -0.25451 0.12526 -3.03103
C -2.01710 -2.34159 -0.21284
C -0.17866 -0.92935 -1.97036
C -0.79494 -0.26132 -0.70210
H -2.20618 0.67570 1.38298
H -1.17191 0.63316 -3.19110
H 2.18042 2.28815 -0.02675
H -0.88743 2.85843 1.32915
H -0.21129 -0.15791 2.78051
H 0.39743 0.50075 4.01937
H 0.45906 0.99483 -3.04024
H -2.46348 -2.77570 0.74242
H 1.94046 -1.13499 -2.30668
H -1.09573 -0.58085 1.93336
H -0.70681 -1.89681 -2.27948
H 2.53142 1.27306 -1.06771
H 0.12311 1.76024 1.42873
H -0.92552 -2.70735 -0.31176
H 1.45057 -1.16679 -0.74184
H 2.87460 -0.13381 1.52175
H 0.04334 -0.31995 -3.99636
H -2.69749 -2.57238 -1.00519
H 1.48589 0.29717 1.46877
H -2.88387 -1.04115 1.72289
```

- E_HOMO (eV) = -9.372
- E (Eh) = -688.1738
- E_LUMO (eV) = 0.45
- gap between HOMO and LUMO (Ha) = 0.36079
- net charge = 0

2.
Entry from the OMol25 dataset: 2 unconnected molecules or ions with the total composition C3H8N3 (ωB97M-V with the def2-TZVPD basis set).

XYZ file:
```
14
Properties=species:S:1:pos:R:3
N -4.69512 0.90825 -0.26506
N -3.75520 0.29765 -0.48388
N 0.21201 0.15655 0.40672
C 0.64486 0.27952 -0.97400
C 0.68941 -0.91867 1.39965
C -0.59226 -0.97084 0.84192
H 0.94512 -0.61979 2.45292
H 1.45514 -1.59626 1.23639
H -0.96057 -1.58994 0.14004
H -5.13682 0.90338 0.58944
H 0.88633 -0.68988 -1.43754
H -0.21221 0.50563 -1.69783
H 1.49951 0.97348 -0.90712
H -0.17490 0.96504 0.79463
```

- E_HOMO (spin up / spin down) (eV) = -15.059 / -11.163
- E (Eh) = -282.8931
- E_LUMO (spin up / spin down) (eV) = -3.08 / -5.87
- gap between HOMO and LUMO (spin up / spin down) (Ha) = 0.44010 / 0.19453
- net charge = +1

3.
Entry from the OMol25 dataset: 3 unconnected molecules or ions with the total composition C12H15BF16NO3 (ωB97M-V with the def2-TZVPD basis set).

XYZ file:
```
48
Properties=species:S:1:pos:R:3
F -1.98157 3.41044 -0.78952
F -2.50914 -3.80385 2.89019
F 1.10018 -4.64352 5.48354
F -0.45026 -1.76096 0.93304
F 0.38164 2.96573 -2.24276
F -1.59971 4.28398 -3.33343
F -0.36361 -3.94895 1.07935
F -0.22235 1.36495 -0.87064
F -0.72953 -6.57755 4.96958
F -0.85437 -3.87454 4.91307
F -0.81637 3.12902 1.04574
F -2.86267 -2.93347 0.91150
F -0.91550 -5.86921 2.90567
F -0.75156 5.79899 -4.66898
F 0.79235 5.52425 -2.46111
F -0.27246 7.41761 -2.54489
O 3.97940 -0.89976 -2.13659
O -0.98888 5.89449 -1.14804
O 0.87071 -3.81483 3.47390
N 2.32954 -1.81704 -0.62256
C 1.51270 -0.63303 -2.82625
C 0.31361 -2.63671 2.91380
C 0.12804 -1.27587 -2.69263
C -2.16062 -2.79029 2.06032
C 0.24243 2.62145 -0.94398
C -0.09528 -5.91483 3.96716
C -0.75212 3.55266 -0.24834
C 0.23950 -4.50512 4.44650
C -1.35330 5.59459 -3.47439
C -0.66492 -2.81872 1.74232
C -0.39557 5.04714 -0.18144
C -0.41986 6.08336 -2.36899
B 2.59560 -1.16095 -1.75271
H 1.44310 0.43436 -2.80008
H -2.29512 6.14626 -3.43998
H 1.37172 -1.68019 -0.34202
H 0.25834 -2.24701 -2.29186
H -0.34583 -1.30632 -3.64809
H 4.26555 -1.64702 -2.64534
H -2.43637 -1.83752 2.52142
H -0.81069 5.39541 0.76049
H 0.81881 -6.44609 3.69798
H -0.46067 -0.70298 -2.03108
H -0.09606 -1.98793 3.68655
H 1.89274 -0.87121 -3.79812
H 0.68003 5.19978 -0.12419
H 1.16744 -2.11852 2.48012
H 1.22095 2.65952 -0.45425
```

- E_HOMO (eV) = -3.277
- E (Eh) = -2369.5232
- E_LUMO (eV) = 2.32
- gap between HOMO and LUMO (Ha) = 0.20573
- net charge = -1

4.
Entry from the OMol25 dataset: a molecular structure, C23H40PW (ωB97M-V with the def2-TZVPD basis set).

XYZ file:
```
65
Properties=species:S:1:pos:R:3
W -0.61040 0.70535 -0.66767
P -0.46340 -0.76978 1.84531
C -0.64359 2.43765 0.79072
C -2.08429 0.46489 3.63896
C 1.38112 -0.77809 1.85375
C -2.50299 0.43911 -1.77232
C 2.20902 0.02787 -5.15625
C -1.25706 -3.01008 3.50942
C 1.00757 2.24696 -5.51909
C 0.11273 -0.32430 4.64857
C 0.22940 2.89313 -1.32602
C -2.45051 -0.53354 -0.70652
C 1.98418 -0.76635 0.44275
C 2.06795 1.46590 -4.85592
C 0.76748 2.13857 0.79772
C -1.54298 0.02801 -2.77382
C -2.93099 -2.57396 1.76164
C -0.93345 -1.19098 -2.34212
C 3.15389 2.17017 -4.14664
C -0.60804 0.15981 3.39677
C -1.43698 -2.50354 2.09546
C 1.29861 2.42973 -0.50195
C -1.47414 -1.53807 -1.06845
C 1.84778 -2.01459 2.59355
C -0.98595 2.89870 -0.53536
H 2.80164 3.08028 -3.64857
H -0.19622 -1.79238 -2.90491
H -3.15098 -0.57261 0.12904
H 2.36037 2.36521 -0.79412
H 3.06887 -0.78253 0.61132
H -3.16360 -2.54970 0.69084
H 2.73108 -0.51004 -4.35673
H -1.69942 -4.01528 3.53891
H -2.08402 1.17546 4.47415
H 1.20845 -0.33841 4.57111
H 0.09420 1.65971 -5.66795
H -3.50221 -1.77705 2.25624
H 1.24112 -0.45395 -5.33323
H 1.35170 1.86527 1.68743
H 0.75663 3.15769 -4.96348
H -1.43591 0.49001 -3.75796
H 0.32728 3.30438 -2.33818
H 3.64559 1.52836 -3.40689
H -0.22155 -1.29569 5.02957
H 1.69044 -1.69711 -0.05867
H -2.64121 -0.43737 3.93358
H 3.92862 2.47744 -4.86695
H -0.21053 -3.09902 3.81197
H 2.80508 -0.10445 -6.07314
H -2.54704 0.94042 2.76345
H -0.08588 1.08352 3.09429
H -1.80851 -2.39661 4.23278
H -0.13844 0.41870 5.41614
H -3.32044 -3.52751 2.15798
H -0.89385 -3.16682 1.39825
H 1.35083 2.56466 -6.51668
H -1.30052 2.45896 1.66565
H 2.93929 -1.94069 2.57119
H -1.26358 -2.45897 -0.50889
H 1.75999 0.10419 -0.20099
H 1.52347 -2.89572 2.01826
H 1.64480 0.11260 2.37989
H 1.50673 -2.06741 3.63578
H -3.26131 1.23561 -1.85849
H -1.94591 3.35428 -0.81453
```

- E_HOMO (spin up / spin down) (eV) = -9.028 / -10.462
- E (Eh) = -1308.4526
- E_LUMO (spin up / spin down) (eV) = -2.95 / -3.14
- spin multiplicity = 3
- gap between HOMO and LUMO (spin up / spin down) (Ha) = 0.22337 / 0.26907
- net charge = +1

Q: Which value of net charge does entry 3 give?
A: -1

Repeat the third record exactly.
Entry from the OMol25 dataset: 3 unconnected molecules or ions with the total composition C12H15BF16NO3 (ωB97M-V with the def2-TZVPD basis set).

XYZ file:
```
48
Properties=species:S:1:pos:R:3
F -1.98157 3.41044 -0.78952
F -2.50914 -3.80385 2.89019
F 1.10018 -4.64352 5.48354
F -0.45026 -1.76096 0.93304
F 0.38164 2.96573 -2.24276
F -1.59971 4.28398 -3.33343
F -0.36361 -3.94895 1.07935
F -0.22235 1.36495 -0.87064
F -0.72953 -6.57755 4.96958
F -0.85437 -3.87454 4.91307
F -0.81637 3.12902 1.04574
F -2.86267 -2.93347 0.91150
F -0.91550 -5.86921 2.90567
F -0.75156 5.79899 -4.66898
F 0.79235 5.52425 -2.46111
F -0.27246 7.41761 -2.54489
O 3.97940 -0.89976 -2.13659
O -0.98888 5.89449 -1.14804
O 0.87071 -3.81483 3.47390
N 2.32954 -1.81704 -0.62256
C 1.51270 -0.63303 -2.82625
C 0.31361 -2.63671 2.91380
C 0.12804 -1.27587 -2.69263
C -2.16062 -2.79029 2.06032
C 0.24243 2.62145 -0.94398
C -0.09528 -5.91483 3.96716
C -0.75212 3.55266 -0.24834
C 0.23950 -4.50512 4.44650
C -1.35330 5.59459 -3.47439
C -0.66492 -2.81872 1.74232
C -0.39557 5.04714 -0.18144
C -0.41986 6.08336 -2.36899
B 2.59560 -1.16095 -1.75271
H 1.44310 0.43436 -2.80008
H -2.29512 6.14626 -3.43998
H 1.37172 -1.68019 -0.34202
H 0.25834 -2.24701 -2.29186
H -0.34583 -1.30632 -3.64809
H 4.26555 -1.64702 -2.64534
H -2.43637 -1.83752 2.52142
H -0.81069 5.39541 0.76049
H 0.81881 -6.44609 3.69798
H -0.46067 -0.70298 -2.03108
H -0.09606 -1.98793 3.68655
H 1.89274 -0.87121 -3.79812
H 0.68003 5.19978 -0.12419
H 1.16744 -2.11852 2.48012
H 1.22095 2.65952 -0.45425
```

- E_HOMO (eV) = -3.277
- E (Eh) = -2369.5232
- E_LUMO (eV) = 2.32
- gap between HOMO and LUMO (Ha) = 0.20573
- net charge = -1